{
  "formula": "C6H12N2O",
  "method": "the ωB97M-V functional and the def2-TZVPD basis",
  "symbols": ["H", "C", "H", "O", "C", "C", "H", "H", "H", "H", "C", "H", "H", "N", "N", "H", "C", "H", "C", "H", "H"],
  "positions_angstrom": [[1.6059, -0.4662, 0.7910], [2.1062, 0.0065, -0.4235], [3.0137, -0.5882, -0.4545], [-1.2218, -0.1138, 2.5723], [1.0001, -0.4830, -1.3288], [-0.2387, 0.2748, -0.9179], [-0.9882, 2.1175, -1.4374], [0.6996, -2.1468, 0.9343], [0.8482, -1.5503, -1.1651], [-2.5999, 1.0754, -0.5862], [-0.6015, -0.5444, 1.4248], [0.0100, 1.4048, -2.5920], [1.1908, -0.3290, -2.3998], [-0.6222, 1.2581, -1.8211], [-2.2395, 0.8306, 0.3269], [-1.6253, 0.7498, 2.3978], [-1.0114, 0.0865, 0.2116], [0.7445, -1.6162, 2.6152], [0.5526, -1.3045, 1.5968], [-2.9412, 0.2728, 0.8018], [2.3182, 1.0654, -0.5460]],
  "forces_ev_per_angstrom": [[1.3234, 1.8470, -2.3831], [-0.6982, -1.3529, 2.3164], [0.1642, 0.0129, -0.3184], [0.0543, 0.0418, -0.3865], [0.0425, 0.1470, 0.2991], [-0.4758, -0.1939, 0.3838], [-0.0092, -0.0429, -0.0014], [0.3044, 0.2521, -0.5308], [-0.0181, -0.0079, -0.1644], [-0.0519, -0.0647, 0.0015], [1.6984, -0.4123, 0.7108], [-0.0431, 0.0030, 0.0965], [-0.1197, -0.0761, 0.1178], [-0.1200, -0.1329, 0.0371], [0.1286, 0.1964, 0.0829], [-0.0297, -0.0226, -0.0236], [-0.0761, 0.3299, -1.0237], [0.1460, 0.3370, 0.2353], [-2.1639, -0.9159, 0.3873], [0.0192, 0.0261, -0.0962], [-0.0753, 0.0289, 0.2594]],
  "e_lumo_ha": 0.030,
  "homo_ev": -7.051
}


{
  "formula": "C6H12N2O",
  "method": "the ωB97M-V functional and the def2-TZVPD basis",
  "symbols": ["C", "H", "H", "O", "C", "N", "H", "H", "H", "C", "C", "H", "C", "H", "H", "H", "C", "H", "H", "N", "H"],
  "positions_angstrom": [[1.6824, 0.6100, -0.3045], [3.0770, 0.0182, 1.4018], [-0.3534, 0.6470, -2.0565], [2.9016, 0.9568, 1.2751], [0.6152, -0.4424, -0.3104], [1.1476, -1.7759, -0.4692], [1.7672, -1.8799, -1.2661], [1.5919, -2.1263, 0.3758], [-0.7489, -1.2593, 1.1692], [-0.5703, -0.0425, -1.2317], [-0.3468, -0.2729, 0.8983], [0.0456, 0.2199, 1.7967], [-1.3292, 0.5069, -0.0031], [3.0076, 1.9117, 0.3835], [-3.1943, 0.5679, 1.1012], [-3.0068, -0.8620, 0.0581], [-2.8113, 0.2188, 0.1305], [-1.0360, -0.9607, -1.6143], [-3.3843, 0.7214, -0.6627], [2.0922, 1.6565, -0.7670], [-1.1468, 1.5869, 0.0952]],
  "forces_ev_per_angstrom": [[0.1059, 4.7737, -2.2458], [1.5189, 0.2760, -0.2238], [-0.0445, -0.2010, 0.2287], [-1.0723, 1.0182, 0.7507], [0.6924, -0.3894, 0.9706], [-0.1294, -0.3710, -0.0059], [-0.0222, 0.1021, 0.1853], [-0.0310, 0.1453, -0.2501], [0.1007, 0.2009, -0.1098], [0.0064, 0.1825, -0.3879], [-0.0183, -0.1250, 0.3090], [-0.0295, -0.0949, -0.2963], [0.1020, 0.3269, 0.0512], [-0.6745, -3.2915, 0.3881], [0.0949, -0.0884, -0.2692], [0.0468, 0.2626, 0.0094], [-0.1461, -0.0798, -0.0142], [0.1905, 0.1802, 0.1106], [0.1341, -0.1239, 0.2204], [-0.8033, -2.4453, 0.6151], [-0.0216, -0.2582, -0.0362]],
  "e_lumo_ha": 0.024,
  "homo_ev": -9.029
}


{
  "formula": "C6H12N2O",
  "method": "the ωB97M-V functional and the def2-TZVPD basis",
  "symbols": ["H", "H", "H", "C", "C", "H", "C", "H", "C", "H", "C", "H", "O", "N", "H", "H", "H", "N", "H", "H", "C"],
  "positions_angstrom": [[0.0941, 1.3179, 1.6377], [-1.4549, -1.1930, -0.7618], [-0.7288, -1.8271, 2.0192], [1.5889, -0.5144, -0.8886], [0.1198, 2.0876, -0.4339], [0.5482, 1.9687, -1.4214], [0.1291, 1.0284, 0.5912], [1.9281, -1.5547, -0.9556], [-0.7427, -1.3678, 0.0459], [1.0959, -0.2752, -1.8313], [0.6737, -0.3180, 0.3075], [-1.9022, 2.0445, -1.6456], [1.3346, -0.7619, 1.4765], [-2.1595, 1.3604, -0.9166], [-0.2308, -2.2627, -0.3188], [0.1048, 3.1201, -0.1047], [-2.0151, -0.9319, 1.5552], [-1.4203, -1.7131, 1.2773], [1.6869, -1.6514, 1.3124], [2.4785, 0.1207, -0.8006], [-1.1283, 1.3229, -0.1440]],
  "forces_ev_per_angstrom": [[0.4283, -0.0238, -0.0515], [0.1910, 1.0481, 0.2475], [-0.2125, -0.0114, -0.1703], [0.1337, 0.5659, -0.0700], [0.2882, 1.3674, -0.0603], [0.1878, -0.3117, 0.1294], [-1.3766, -0.4738, 0.8731], [-0.1815, 0.1275, 0.1257], [2.7571, -0.6336, 0.6920], [-0.0757, -0.0087, 0.0021], [-2.1119, -3.0029, -0.8570], [-0.6492, -0.2344, 0.4197], [-0.1286, -0.3015, 0.1420], [0.3094, -0.9920, 1.2338], [0.1328, -0.3123, 0.1829], [0.1888, 0.0054, 0.1875], [0.0316, -0.2502, 0.0055], [-0.0025, 0.7677, -0.0479], [-0.0783, 0.3368, 0.0144], [-0.1065, -0.0690, -0.0092], [0.2747, 2.4065, -2.9894]],
  "e_lumo_ha": 0.027,
  "homo_ev": -8.681,
  "smiles": "[H]/N=C1\\C[C@@H]1[C@@](C)(O)CN"
}


{
  "formula": "C6H12N2O",
  "method": "the ωB97M-V functional and the def2-TZVPD basis",
  "symbols": ["H", "C", "H", "H", "H", "H", "N", "H", "C", "H", "H", "C", "C", "N", "H", "H", "C", "O", "H", "C", "H"],
  "positions_angstrom": [[2.5992, -1.5483, 0.7219], [2.3779, 0.4142, -0.0542], [-2.0290, -1.7327, 0.3484], [0.5388, -1.5801, 1.4232], [0.1702, -1.9926, -0.4972], [2.9607, 0.9182, -0.9616], [2.0826, -1.0392, 0.0095], [-2.5408, 1.6066, -0.8439], [-0.0586, 0.0398, 0.1787], [-1.0988, 2.4030, -0.3037], [-2.1358, 1.7926, 0.9758], [1.0472, 1.1590, 0.0775], [-1.8096, 1.6526, -0.0482], [-1.2927, 0.2231, 0.0151], [-2.3279, -1.0997, -1.3531], [2.3293, -1.6466, -0.8414], [0.6658, -1.2995, 0.3138], [0.9594, 2.3069, 0.0746], [-3.1309, -0.5266, 0.2986], [-2.2471, -0.8583, -0.3038], [2.9400, 0.8075, 0.7699]],
  "forces_ev_per_angstrom": [[0.6440, 0.3863, 0.4320], [0.5680, 2.5034, -1.8402], [0.4814, 0.1872, -0.9160], [0.1409, -0.2545, -1.8070], [1.2482, 0.7001, 2.0542], [-1.2199, -1.9607, 1.3787], [1.2701, -2.0078, -1.5534], [-0.6964, 0.2784, 0.4002], [1.8744, 0.0069, 0.0622], [0.8461, 0.0547, -0.0612], [-0.7756, 0.4654, -0.1222], [0.4096, -3.8047, -0.0104], [-0.6854, -1.5357, -0.0128], [0.7637, 1.0330, -1.4857], [-0.2301, 0.3641, -0.2059], [-0.1551, 1.6198, 0.8291], [-3.5135, -0.0484, -0.2549], [-0.5283, 2.9966, 0.0672], [-0.1237, -0.1813, -1.6281], [-0.9159, -0.2524, 3.8288], [0.5975, -0.5505, 0.8454]],
  "e_lumo_ha": -0.356,
  "charge": 2,
  "homo_ev": -19.160,
  "smiles": "C[N+](C)=C1C[NH2+]CC1=O"
}


{
  "formula": "C6H12N2O2",
  "method": "the ωB97M-V functional and the def2-TZVPD basis",
  "symbols": ["H", "H", "C", "O", "H", "H", "C", "H", "C", "N", "N", "H", "C", "H", "H", "H", "H", "O", "C", "H", "H", "C"],
  "positions_angstrom": [[2.1314, -0.1380, 1.8401], [2.2243, -0.0078, -1.6506], [-0.2192, 0.3084, -0.6179], [0.0349, -2.5553, -0.2174], [-1.2454, -1.4917, 1.2908], [-0.9785, 1.4734, -2.0529], [-1.8731, -0.6064, 1.1376], [3.1068, -0.0419, -0.1293], [0.3276, -1.7105, -0.9592], [-0.0758, 1.1282, -1.7479], [1.0415, -0.0557, 0.0639], [0.4265, 0.6834, -2.5048], [2.2395, 0.3854, -0.6362], [0.4116, -0.4175, 2.0356], [-3.3392, 0.2886, -0.5538], [-2.9039, -0.9684, 1.0188], [1.0110, 1.2316, 1.7397], [-2.5051, 0.6831, -0.8479], [-1.4603, 0.1450, -0.0861], [-1.8362, 0.0100, 2.0455], [2.3325, 1.4774, -0.6626], [1.1489, 0.1786, 1.4947]],
  "forces_ev_per_angstrom": [[0.0397, -0.0090, -0.1023], [0.1086, 0.0407, -0.0527], [-0.0831, 1.5890, 1.6857], [0.3557, 0.9379, -0.8083], [-0.1625, 0.2043, -0.0298], [0.1809, -0.1892, -0.0935], [0.0839, -0.0533, 0.1187], [-0.0883, 0.0232, -0.0297], [-0.2235, -3.3801, -0.2622], [0.0308, 0.0572, 0.0081], [-0.6375, 0.9976, -0.1944], [-0.1039, -0.0489, -0.0411], [-0.1075, -0.0364, -0.0346], [0.1400, 0.1586, -0.0203], [0.3461, 0.1276, -0.1171], [0.1733, 0.0781, 0.0255], [-0.0311, 0.1925, 0.1427], [0.0386, -0.2353, 0.3396], [0.4730, -0.0636, -0.3899], [-0.0702, -0.1110, -0.1494], [0.0272, -0.0937, -0.0496], [-0.4898, -0.1863, 0.0544]],
  "e_lumo_ha": 0.028,
  "homo_ev": -7.544
}


{
  "formula": "C6H12N2O2S",
  "method": "the ωB97M-V functional and the def2-TZVPD basis",
  "symbols": ["C", "H", "S", "C", "H", "H", "H", "H", "N", "H", "H", "H", "H", "C", "H", "C", "N", "H", "O", "H", "C", "C", "O"],
  "positions_angstrom": [[-0.1168, -0.3723, -0.2715], [-1.3314, -2.1048, 0.2492], [1.1867, -1.4378, -1.0389], [-0.2980, 0.9784, -0.8158], [-1.0345, 3.6806, 1.2500], [-2.1667, -0.6073, -0.1629], [0.3392, -3.0190, -2.3420], [-2.0135, 1.4356, 0.5741], [0.4035, -2.0705, -2.3788], [0.4972, -1.7480, -3.2920], [-0.7355, 0.6220, -1.7845], [0.7078, 1.5202, -1.0096], [-0.5022, -1.0609, 2.6074], [0.8996, 0.1222, 1.6249], [1.5345, 0.9653, 1.5450], [-1.0657, 1.8674, 0.0991], [-1.2469, -1.1929, -0.1347], [1.0259, -0.3656, 3.7168], [1.4779, -2.5155, -0.1729], [0.3468, 3.3876, 0.0075], [-0.6062, 3.0526, 0.4768], [0.4593, -0.4970, 2.7118], [2.2393, -0.6405, -1.4590]],
  "forces_ev_per_angstrom": [[2.7118, -2.2411, 4.2899], [0.5901, -0.3704, 0.3994], [-2.6003, -0.1832, -0.2097], [1.1869, 0.3746, -1.8657], [-0.1627, -0.1314, -0.2253], [2.2836, -1.9313, 0.2775], [-0.3321, -3.1126, 0.3240], [1.3497, 0.7631, -0.6812], [0.0868, 1.9376, 2.1197], [0.6217, 1.1985, -1.3340], [-0.3222, 1.5979, 0.0512], [-1.5231, -1.3820, 0.0955], [1.1883, -0.0788, 0.4738], [-2.6680, -1.7487, -1.7954], [1.0757, 0.2872, -0.2120], [-1.8252, -0.4619, 0.8554], [-2.8374, 3.9539, -0.6032], [-1.4556, -0.2200, -1.6354], [-0.5699, -1.2946, 0.6840], [-0.7779, -0.0337, 0.5068], [0.9604, -0.0139, -0.5220], [0.4816, 0.5509, 0.2937], [2.5377, 2.5401, -1.2872]],
  "e_lumo_ha": 0.022,
  "homo_ev": -8.255
}